{"formula": "C25H20BF6N4O6S", "method": "wB97M-V/def2-TZVPD", "elements": ["N", "C", "C", "C", "C", "N", "O", "O", "C", "C", "N", "O", "O", "N", "C", "H", "H", "C", "C", "C", "C", "C", "B", "C", "C", "C", "C", "F", "F", "F", "C", "C", "C", "F", "F", "F", "C", "O", "C", "C", "C", "C", "C", "O", "S", "H", "H", "H", "H", "H", "H", "H", "H", "H", "H", "H", "H", "H", "H", "H", "H", "H", "H"], "positions_angstrom": [[-2.061, -4.371, 1.682], [-1.684, -3.267, 1.992], [-1.182, -1.949, 2.159], [0.157, -1.594, 2.368], [0.508, -0.234, 2.530], [1.524, 0.004, 3.489], [2.446, -0.856, 3.640], [1.488, 1.091, 4.131], [-0.342, 0.945, 2.243], [-1.694, 0.452, 2.347], [-2.771, 1.163, 2.877], [-2.897, 2.250, 3.423], [-3.883, 0.191, 2.903], [-3.478, -1.062, 2.431], [-2.127, -0.883, 2.203], [0.926, -2.346, 2.556], [-0.209, 1.803, 2.967], [1.819, 4.114, -3.953], [1.537, 3.906, -2.498], [1.692, 4.777, -1.465], [1.315, 4.281, -0.207], [0.680, 3.028, -0.299], [0.648, 1.768, 1.039], [-0.756, 2.639, 0.674], [-1.806, 2.050, -0.063], [-3.064, 2.582, -0.052], [-4.154, 1.860, -0.801], [-5.338, 2.538, -0.817], [-3.800, 1.625, -2.104], [-4.396, 0.636, -0.228], [-3.361, 3.750, 0.681], [-2.330, 4.328, 1.443], [-2.613, 5.573, 2.237], [-1.916, 5.586, 3.417], [-2.248, 6.709, 1.552], [-3.941, 5.710, 2.544], [-1.077, 3.784, 1.473], [0.997, 0.714, 0.134], [2.329, 0.237, 0.053], [3.468, 1.104, 0.680], [4.505, 0.179, 1.303], [4.139, 1.909, -0.442], [3.022, 2.124, 1.768], [1.630, 2.363, 1.833], [0.735, 2.443, -1.922], [2.215, 5.138, -4.031], [2.573, 3.417, -4.363], [0.893, 4.009, -4.548], [2.125, 5.778, -1.617], [1.417, 4.797, 0.710], [-1.607, 1.136, -0.645], [-4.343, 4.167, 0.672], [-0.297, 4.219, 2.105], [2.317, -0.774, 0.522], [2.504, 0.118, -1.037], [5.341, 0.762, 1.735], [4.033, -0.413, 2.100], [4.922, -0.506, 0.549], [4.993, 2.459, -0.034], [4.516, 1.222, -1.202], [3.420, 2.610, -0.879], [3.373, 1.821, 2.774], [3.448, 3.129, 1.599]], "lowdin_charge": [0.107, -0.189, -0.195, 0.076, -0.138, -0.305, -0.028, 0.018, -0.012, -0.070, -0.123, 0.057, -0.015, 0.131, -0.180, 0.134, 0.171, -0.106, -0.546, -0.140, -0.075, -0.346, -0.948, -0.135, 0.016, -0.097, -0.504, 0.118, 0.115, 0.120, 0.065, -0.115, -0.501, 0.119, 0.109, 0.115, 0.043, -0.057, -0.110, -0.462, -0.055, -0.048, -0.098, 0.028, 1.165, 0.078, 0.080, 0.079, 0.121, 0.115, 0.156, 0.118, 0.151, 0.131, 0.124, 0.095, 0.067, 0.089, 0.086, 0.083, 0.062, 0.126, 0.130], "homo_ev": -4.4, "e_above_lowest_kj_mol": 292.0, "e_tot_ev": -72304.57636, "total_charge": -1, "lumo_ha": 0.051, "max_force_ev_per_a": 5.61, "homo_lumo_gap_ev": 5.822}